Arrangement P

7 unconnected molecules or ions with the total composition C24H68N6O7. Source: OMol25; level of theory: the ωB97M-V functional and the def2-TZVPD basis.

Its charge is 0. The HOMO energy is -8.59 eV. Its orbital gap is 9.1937 eV.

Atoms and positions in Å:
O  -0.164  -1.414  5.202
H  -1.557  1.621  -0.299
H  -4.686  0.742  -2.290
H  2.670  2.167  -0.475
H  1.117  1.457  -2.290
H  -2.993  -1.695  1.783
H  -1.567  2.376  5.561
H  1.298  3.487  1.532
H  4.831  -0.525  1.586
H  -4.065  -1.423  0.245
H  0.597  2.311  0.529
H  -3.151  1.129  -0.228
H  2.121  0.202  2.479
H  -2.687  -4.655  4.585
H  4.808  1.992  -2.464
C  1.594  3.881  -0.439
H  3.425  -0.484  0.122
H  4.642  -2.188  1.191
H  0.490  -2.929  3.901
H  3.940  -1.572  2.804
H  1.413  0.575  1.122
H  2.511  0.847  -5.075
H  -3.045  -4.174  -1.540
H  -1.944  1.272  2.589
C  4.270  -1.286  1.659
O  -1.794  2.751  -4.017
N  -3.361  -3.288  -1.244
C  -3.106  -4.054  1.050
C  -0.541  0.859  4.286
H  -4.033  -4.609  3.572
H  -2.278  -0.710  0.200
H  -0.485  -0.552  -2.677
H  0.039  3.822  -4.455
C  0.886  0.116  -3.944
H  -1.657  4.688  -4.514
C  -2.597  1.717  -2.055
H  1.008  -1.668  0.567
C  -4.057  1.554  -2.526
H  1.203  3.731  -1.476
C  2.937  -0.827  1.017
N  -0.893  1.551  3.045
O  2.586  -3.198  0.362
H  0.954  -4.412  0.779
H  0.834  -3.606  -2.044
H  -0.871  -3.322  4.808
O  -0.021  0.942  0.183
H  0.142  -0.167  -4.785
H  1.907  -2.031  2.174
H  -1.171  3.352  -2.152
H  1.134  -1.156  -2.075
C  1.993  -2.019  0.993
O  0.604  -2.139  -3.615
H  1.868  5.846  0.629
H  -2.493  1.058  5.256
H  2.436  -5.015  1.668
C  -2.075  3.011  -2.704
H  5.289  3.678  -2.666
N  0.824  3.452  0.638
C  0.167  -3.254  -2.835
H  2.551  5.673  -0.793
H  -0.260  0.178  -0.164
N  2.402  0.371  1.517
H  -4.095  1.553  -3.560
H  -0.128  1.482  -3.348
H  0.118  -4.143  -3.599
H  -2.992  -5.827  3.045
C  1.826  5.374  -0.312
H  -1.247  3.875  -5.810
N  -2.577  1.905  -0.584
H  -4.601  2.507  -2.346
C  -3.030  -1.566  0.536
H  -0.241  -1.163  3.169
H  -0.785  -2.836  -2.307
H  -1.538  -0.786  3.813
H  -4.318  -4.196  1.420
C  -2.976  -4.651  3.451
H  0.548  1.210  4.537
H  -4.445  -3.501  -0.930
C  0.081  -2.724  4.908
C  2.056  -4.512  0.755
C  4.744  2.975  -2.054
C  0.589  -0.929  -2.921
H  2.259  -0.886  -5.002
H  -0.059  3.800  0.644
C  -1.178  3.884  -4.806
H  -2.107  0.793  -2.306
C  2.981  3.073  -0.527
H  -2.639  3.799  -2.419
H  2.340  -5.063  0.062
C  -0.695  -0.679  3.904
O  3.574  3.495  -1.655
H  3.190  -0.019  -3.687
N  0.833  1.426  -3.314
C  -2.650  -2.956  0.060
O  -2.531  -3.842  2.419
H  3.662  3.369  0.399
H  5.311  2.949  -1.124
C  -1.464  1.416  5.412
H  -1.526  -2.915  -0.204
H  -0.447  1.100  2.313
H  1.032  6.061  -0.706
H  0.735  -3.063  5.763
H  -2.682  -4.913  1.003
H  -1.249  1.115  6.540
C  2.381  -0.033  -4.421

Atomic partial charges in e from the Mulliken method, atoms 1 to 6: O -0.44; H -0.23; H 0.41; H 0.05; H -0.23; H 0.06

=====

Arrangement Q

7 unconnected molecules or ions with the total composition C24H68N6O7. Source: OMol25; level of theory: the ωB97M-V functional and the def2-TZVPD basis.

Its charge is 0. The HOMO energy is -8.45 eV. Its orbital gap is 8.8709 eV.

Atoms and positions in Å:
H  2.883  -0.616  -2.808
C  4.869  1.196  -1.458
H  -1.456  1.307  2.379
H  1.551  0.644  -4.780
H  2.592  5.059  -2.930
H  -1.224  1.916  -0.701
H  -4.750  -2.472  1.577
H  -2.624  -2.699  3.844
H  0.276  0.889  5.164
H  0.191  -0.538  2.993
O  3.243  1.227  -3.706
H  3.006  1.130  -5.885
H  -5.727  -1.547  0.479
H  1.533  -4.024  -4.593
H  3.350  5.630  -1.428
C  0.251  4.908  -1.680
H  -4.612  1.326  3.260
H  -2.493  4.016  -2.274
H  3.163  2.211  -1.187
H  2.156  -1.658  2.936
C  -0.329  1.470  3.034
H  0.614  -2.555  1.507
H  5.488  1.423  -0.376
C  1.084  -3.150  2.201
H  1.097  -1.951  -0.911
H  -2.017  -4.272  4.374
H  1.765  -5.380  2.203
H  -0.107  -2.030  3.531
H  1.307  -3.168  -0.864
C  2.681  0.728  -4.943
H  -2.781  -3.615  -5.255
H  -5.512  2.299  2.242
N  0.540  0.386  2.542
C  -3.461  -0.157  1.123
C  3.384  1.084  -1.330
H  -3.813  -1.060  -0.699
C  -0.020  -3.138  3.292
H  -3.677  2.321  2.290
H  -0.865  2.157  4.890
C  -2.299  -3.620  3.565
H  3.406  -0.697  0.011
H  0.507  2.135  -0.560
C  2.545  5.528  -1.894
N  3.031  0.245  -0.119
C  -0.692  3.974  -0.924
C  -0.373  2.457  -1.194
H  -2.048  -2.490  0.911
C  -2.239  -3.623  -4.225
O  1.572  4.825  -1.201
H  0.507  3.037  1.781
H  0.498  -4.941  1.085
C  2.014  -3.947  -3.522
H  5.222  1.902  -1.976
H  0.616  5.678  3.306
C  -0.573  1.173  4.567
H  2.334  6.551  -2.158
C  -3.705  -1.334  0.170
H  -3.089  -0.457  2.012
C  0.270  2.780  2.701
O  -0.623  3.877  2.953
O  -1.267  -3.608  2.566
H  1.016  2.897  3.340
H  -0.392  0.003  -0.388
H  5.153  0.290  -1.855
H  2.072  -5.048  -3.170
N  2.312  -2.663  2.762
C  -0.153  5.185  2.726
H  -0.677  4.281  0.179
N  -2.180  4.207  -1.360
C  -4.529  1.596  2.174
H  2.270  -2.871  3.753
H  2.995  -0.254  -4.896
O  0.545  -0.465  -0.108
H  -5.145  -3.064  -0.113
H  3.138  -3.588  -3.509
C  2.722  0.530  -2.490
H  3.259  0.882  0.680
H  -0.853  5.948  2.792
N  -2.426  -2.230  0.059
H  -2.546  -4.475  -3.675
H  -2.617  0.431  0.648
O  -0.857  -3.306  -4.099
H  0.612  0.190  1.513
H  -1.016  0.161  4.839
H  -2.381  -2.797  -3.732
C  -4.910  -2.175  0.513
H  2.121  -4.491  0.649
H  1.653  0.673  -2.369
N  1.678  -2.622  -1.439
H  -3.163  -3.940  3.060
H  -2.829  3.720  -0.845
H  -0.319  2.105  -2.146
H  1.331  -1.961  -3.536
H  -1.696  -1.633  -0.311
H  -0.838  -2.258  -2.017
C  1.375  -4.573  1.632
C  1.134  -2.877  -2.801
H  0.010  5.955  -1.526
H  0.190  -3.826  4.054
H  -0.700  -4.117  -2.123
H  1.980  0.097  0.044
O  -4.628  0.689  1.170
H  0.365  5.213  1.655
H  0.081  4.587  -2.912
C  -0.352  -3.153  -2.748

Atomic partial charges in e from the Mulliken method, atoms 1 to 6: H -0.09; C -2.02; H -0.63; H 0.23; H 0.29; H -0.22

=====

The structure with the greatest stability is arrangement Q.

=====

Arrangement P

A gas-phase ion, C7H10N (charge +1). Source: OMol25; level of theory: the ωB97M-V functional and the def2-TZVPD basis.

Its SMILES is CC[C@@H]1C[C@@]23C[N+]2=C13. Its charge is +1. The HOMO energy is -15.08 eV. Its orbital gap is 8.9337 eV.

Atoms and positions in Å:
C  0.872  -1.357  -2.405
H  1.003  -0.603  -3.175
H  -2.036  1.035  3.053
C  -0.307  0.593  1.758
H  1.433  -0.650  1.207
H  1.912  -1.412  -1.978
C  -1.129  1.501  2.580
H  -0.594  2.242  3.122
C  0.860  0.279  0.917
H  0.037  1.153  -1.046
C  -1.186  0.499  0.619
H  -1.219  -1.174  -1.766
H  0.660  -2.322  -2.792
C  -0.024  0.261  -0.388
N  -1.618  1.727  1.204
H  1.540  1.107  0.769
H  -0.074  -1.865  -0.478
C  -0.127  -1.015  -1.201

Atomic partial charges in e from the Mulliken method, atoms 1 to 6: C -1.18; H 0.35; H 0.28; C 0.22; H 0.32; H 0.31

=====

Arrangement Q

A gas-phase ion, C7H10N (charge +1). Source: OMol25; level of theory: the ωB97M-V functional and the def2-TZVPD basis.

Its SMILES is C=C=C[C@@]1(C)[NH+]=C1C. Its charge is +1. The HOMO energy is -13.78 eV. Its orbital gap is 8.6418 eV.

Atoms and positions in Å:
H  -1.711  2.449  -0.191
C  -1.182  0.401  0.128
H  3.497  0.493  0.886
C  -0.247  -0.769  -0.117
H  1.236  -0.471  -1.654
H  -2.596  1.300  -1.307
H  -2.938  1.477  0.498
H  0.551  -2.781  -0.063
C  1.767  0.692  -0.092
C  2.763  1.257  0.388
C  -2.176  1.402  -0.282
C  -0.491  -2.306  -0.322
H  -1.103  -2.714  0.487
N  -0.710  -0.217  1.179
H  3.158  2.270  0.452
H  -0.776  -2.550  -1.324
H  -0.038  0.269  1.969
C  0.994  -0.202  -0.636

Atomic partial charges in e from the Mulliken method, atoms 1 to 6: H 0.33; C 0.42; H 0.21; C 0.86; H 0.41; H 0.32

=====

The structure with the greatest stability is arrangement Q.

=====

Arrangement P

A molecular structure, C5H6. Source: OMol25; level of theory: the ωB97M-V functional and the def2-TZVPD basis.

Its charge is 0. The HOMO energy (spin up / spin down) is -7.98 / -8.53 eV. Its orbital gap (spin up / spin down) is 7.2662 / 7.7787 eV.

Atoms and positions in Å:
C  0.014  1.129  -0.108
H  2.486  -1.082  -0.839
C  -1.118  0.382  0.524
H  -0.047  2.013  -0.737
H  -1.142  0.482  1.618
C  -0.317  -0.852  0.067
H  -0.162  -1.680  0.754
C  0.921  0.092  -0.173
H  -0.699  -1.199  -0.898
H  -2.124  0.537  0.128
C  2.278  -0.102  -0.370

Atomic partial charges in e from the Mulliken method, atoms 1 to 6: C -0.40; H 0.19; C -0.40; H 0.31; H 0.21; C -0.47

=====

Arrangement Q

C5H6 in the gas phase. Source: OMol25; level of theory: the ωB97M-V functional and the def2-TZVPD basis.

Its charge is 0. The HOMO energy is -9.71 eV. Its orbital gap is 9.8025 eV.

Atoms and positions in Å:
C  0.180  -0.236  0.606
C  1.308  0.083  -0.321
C  -1.300  -0.778  -0.340
C  0.512  1.114  0.333
H  1.047  1.739  0.905
H  -1.690  0.223  -0.723
H  0.459  -0.635  1.543
C  2.270  -0.345  -1.031
H  -0.807  -1.418  -1.135
H  -0.278  1.636  -0.283
H  -1.701  -1.384  0.445

Atomic partial charges in e from the Mulliken method, atoms 1 to 6: C -0.19; C 0.32; C -0.84; C -0.62; H 0.31; H 0.29

=====

The structure with the greatest stability is arrangement P.

=====

Arrangement P

2 unconnected molecules or ions with the total composition C5H6IN. Source: OMol25; level of theory: the ωB97M-V functional and the def2-TZVPD basis.

Its SMILES is CC1=C(I)C1.C#N. Its charge is 0. The HOMO energy is -9.00 eV. Its orbital gap is 9.2563 eV.

Atoms and positions in Å:
H  -1.098  2.948  0.532
N  -1.651  3.602  2.565
H  -1.192  0.283  -1.018
C  -0.150  0.342  -0.588
H  0.566  1.079  -0.860
H  0.257  -3.064  -1.134
C  0.975  -2.262  -1.200
H  1.892  -2.489  -0.761
I  0.137  -0.365  2.851
C  0.199  -0.383  0.691
C  0.477  -1.057  -0.403
C  -1.362  3.204  1.519
H  0.952  -1.839  -2.194

Atomic partial charges in e from the Mulliken method, atoms 1 to 6: H 0.24; N -0.35; H 0.20; C -0.53; H 0.25; H 0.28

=====

Arrangement Q

2 unconnected molecules or ions with the total composition C5H6IN. Source: OMol25; level of theory: the ωB97M-V functional and the def2-TZVPD basis.

Its SMILES is CC1=C(I)C1.C#N. Its charge is 0. The HOMO energy is -8.97 eV. Its orbital gap is 9.5550 eV.

Atoms and positions in Å:
H  2.292  -1.491  0.488
H  2.314  -1.552  -1.133
N  -3.022  2.955  0.851
H  0.663  0.859  1.115
H  0.340  1.235  -0.644
H  1.617  -2.899  -0.192
C  -2.172  2.606  0.196
H  -1.679  2.271  -0.687
C  0.381  0.470  0.153
I  -2.566  -0.981  0.325
C  1.760  -1.844  -0.302
C  -0.553  -0.608  0.059
C  0.624  -1.021  -0.229

Atomic partial charges in e from the Mulliken method, atoms 1 to 6: H 0.36; H 0.36; N -0.35; H 0.21; H 0.19; H 0.32

=====

The structure with the greatest stability is arrangement P.

=====

Arrangement P

C5H7N5O2 in the gas phase. Source: OMol25; level of theory: the ωB97M-V functional and the def2-TZVPD basis.

Its charge is 0. The HOMO energy is -8.79 eV. Its orbital gap is 7.4364 eV.

Atoms and positions in Å:
C  -2.535  -1.049  0.145
N  -0.569  2.142  0.083
H  -3.388  1.281  -1.199
H  3.445  0.532  0.113
N  -1.953  0.313  -0.046
N  0.265  -0.052  1.269
C  1.730  -1.763  -0.046
O  -3.902  -1.089  0.393
C  2.359  0.897  0.074
O  -1.876  -2.134  0.141
H  2.875  -1.858  -0.140
H  2.253  1.755  0.821
H  1.410  -2.515  0.763
H  2.169  1.303  -0.979
N  -2.474  1.376  -0.720
C  1.343  -0.292  0.494
H  1.196  -2.042  -1.016
N  -1.667  2.458  -0.637
C  -0.679  0.738  0.486

Atomic partial charges in e from the Mulliken method, atoms 1 to 6: C 0.37; N -0.14; H 0.31; H 0.38; N 0.35; N -0.39

=====

Arrangement Q

C5H7N5O2 in the gas phase. Source: OMol25; level of theory: the ωB97M-V functional and the def2-TZVPD basis.

Its SMILES is COc1nc(N)nc(N)c1N=O. Its charge is 0. The HOMO energy is -8.67 eV. Its orbital gap is 8.5777 eV.

Atoms and positions in Å:
N  -1.602  -1.649  0.101
H  2.939  2.287  -0.046
O  1.027  -1.996  0.048
H  2.732  -1.817  -0.810
N  1.921  2.569  -0.151
H  2.808  -3.394  -0.065
H  -3.191  0.442  0.221
N  1.493  0.336  -0.020
C  2.431  -2.202  0.016
H  -2.614  2.173  -0.068
H  2.992  -1.685  0.954
N  -2.472  1.250  0.176
N  -0.279  1.927  -0.001
C  -1.215  0.958  0.073
C  -0.714  -0.414  0.086
O  -2.729  -1.414  -0.312
C  0.994  1.518  -0.028
H  1.571  3.450  0.044
C  0.661  -0.728  0.044

Atomic partial charges in e from the Mulliken method, atoms 1 to 6: N -0.03; H 0.26; O -0.38; H 0.41; N -0.41; H 0.21

=====

The structure with the greatest stability is arrangement Q.

=====

Arrangement P

C9H10N2O2 in the gas phase. Source: OMol25; level of theory: the ωB97M-V functional and the def2-TZVPD basis.

Its SMILES is N#Cc1cc(O)c(CCN)cc1O. Its charge is 0. The HOMO energy is -8.64 eV. Its orbital gap is 9.0337 eV.

Atoms and positions in Å:
C  -1.479  1.840  0.009
H  0.052  -2.483  -0.088
C  -2.044  -0.354  0.780
N  3.497  -1.302  -0.449
H  -2.693  -1.016  1.376
H  0.996  -1.591  -1.454
N  -4.587  2.020  1.674
C  -0.366  1.302  -0.595
C  -0.068  -0.072  -0.502
C  1.220  -0.617  -0.995
C  -3.581  1.568  1.318
H  3.450  -2.312  -0.569
C  -2.375  1.007  0.715
H  4.217  -1.166  0.276
H  1.716  -1.534  0.900
H  1.745  -0.032  -1.761
C  2.196  -0.871  0.133
O  -1.752  3.198  -0.045
H  2.388  0.072  0.669
H  -1.167  3.611  -0.749
H  0.325  1.917  -1.143
C  -0.923  -0.932  0.165
O  -0.766  -2.251  0.334

Atomic partial charges in e from the Mulliken method, atoms 1 to 6: C 1.28; H 0.32; C -0.60; N -0.64; H 0.41; H 0.37

=====

Arrangement Q

A molecular structure, C9H10N2O2. Source: OMol25; level of theory: the ωB97M-V functional and the def2-TZVPD basis.

Its charge is 0. The HOMO energy is -8.09 eV. Its orbital gap is 8.4522 eV.

Atoms and positions in Å:
H  -4.022  1.720  0.517
C  3.737  0.022  -0.486
H  -4.397  -0.493  -0.079
H  3.389  -0.311  -1.442
H  0.014  -1.952  1.327
N  2.543  -0.204  0.412
H  -2.749  -2.093  -0.453
C  -3.097  1.197  0.261
H  4.425  -0.673  -0.130
C  0.574  1.149  0.202
C  -2.368  -1.027  -0.407
N  1.393  0.122  -0.208
O  1.058  2.192  0.480
C  -1.816  1.726  0.149
C  -1.071  -0.541  -0.286
C  -3.337  -0.161  -0.032
O  0.519  -2.268  0.588
H  4.040  1.056  -0.487
H  -1.577  2.654  0.534
C  0.269  -1.362  -0.422
H  0.671  -1.796  -1.338
H  2.598  0.250  1.294
C  -0.797  0.794  0.008

Atomic partial charges in e from the Mulliken method, atoms 1 to 6: H 0.35; C -0.75; H 0.31; H 0.28; H 0.38; N -0.34

=====

Arrangement R

2 unconnected molecules or ions with the total composition C9H10N2O2. Source: OMol25; level of theory: the ωB97M-V functional and the def2-TZVPD basis.

Its charge is 0. The HOMO energy is -9.31 eV. Its orbital gap is 8.2628 eV.

Atoms and positions in Å:
C  -2.814  -1.653  -0.692
C  -1.446  0.507  0.472
C  -3.458  -0.713  0.170
C  1.542  2.011  0.293
O  1.493  -2.283  -1.233
H  -3.369  -2.515  -1.174
H  -3.307  1.042  1.382
C  2.910  1.443  0.092
H  -4.494  -0.710  0.119
H  2.020  0.416  1.716
N  2.068  -1.453  -0.549
C  -0.936  -0.350  -0.408
H  -0.805  1.020  1.160
C  1.894  0.621  0.661
O  3.234  -1.415  -0.249
N  1.359  -0.404  -0.174
H  1.048  2.055  -0.606
C  -2.793  0.340  0.762
H  -0.794  -2.218  -1.423
H  1.155  2.752  0.919
C  -1.447  -1.459  -0.978
H  3.236  1.110  -0.897
H  3.702  1.858  0.636

Atomic partial charges in e from the Mulliken method, atoms 1 to 6: C -0.26; C -0.15; C -0.54; C -0.68; O -0.73; H 0.32

=====

The structure with the greatest stability is arrangement P.